No. 1
85
Properties=species:S:1:pos:R:3 method="wB97M-V/def2-TZVPD" total_charge=0 largest_force_ha_per_bohr=0.27218 total_energy_ev=-68125.6926 e_lumo_ev=-0.1
C 22.4722 -24.1018 5.3771
Cl 21.1435 -25.0698 4.6893
Cl 23.6670 -23.8942 4.1392
H 22.1524 -23.1460 5.7922
H 22.9081 -24.7197 6.1622
C 17.7332 -26.2464 8.8302
C 16.3875 -26.2072 8.1449
O 15.9675 -25.1147 7.8047
C 15.7142 -27.5729 8.1342
H 18.1351 -25.2514 9.0215
H 18.3943 -26.9570 8.3343
H 17.5620 -26.6723 9.8189
H 15.6322 -27.8783 9.1773
H 16.4256 -28.1328 7.5271
H 14.7804 -27.3766 7.6073
C 16.0457 -24.8953 5.3477
C 15.2208 -23.6931 5.8906
O 14.0231 -23.7571 6.1361
C 15.9792 -22.3842 5.9729
H 16.4531 -25.3944 6.2270
H 16.8736 -24.6502 4.6825
H 15.4087 -25.6127 4.8303
H 16.5664 -22.2155 6.8756
H 15.2885 -21.5410 5.9675
H 16.5657 -22.2778 5.0603
C 23.3534 -28.1425 5.3812
C 22.2578 -27.5111 4.5013
O 22.5472 -26.6152 3.7464
C 20.8179 -27.9177 4.7673
H 24.3588 -27.7314 5.2915
H 23.4430 -29.2148 5.2068
H 23.0759 -28.0411 6.4303
H 20.6923 -28.2187 5.8074
H 20.6271 -28.8048 4.1634
H 20.0368 -27.2195 4.4664
C 19.2354 -25.4080 4.7360
C 18.5108 -25.8632 5.9931
O 17.9090 -26.9347 6.1036
C 18.2597 -24.7594 7.0338
H 18.5060 -24.8877 4.1151
H 19.6512 -26.2645 4.2054
H 20.0150 -24.7014 5.0209
H 17.4686 -24.0452 6.8056
H 19.2266 -24.2621 7.1102
H 18.1132 -25.3382 7.9457
C 18.1485 -25.6857 1.7855
C 17.9664 -24.2608 2.2468
O 18.3764 -23.8685 3.3369
C 17.5223 -23.2188 1.2124
H 19.0251 -25.8540 1.1600
H 17.2805 -26.0200 1.2173
H 18.1575 -26.3613 2.6409
H 17.5989 -22.2157 1.6321
H 16.4922 -23.3346 0.8754
H 18.1035 -23.2143 0.2903
C 19.5188 -22.1223 4.3448
C 19.1122 -22.2264 5.8289
O 19.4930 -23.1435 6.6243
C 18.2076 -21.1183 6.3155
H 19.1915 -23.0519 3.8791
H 20.5911 -22.0814 4.1535
H 18.9459 -21.3555 3.8232
H 17.7789 -21.5314 7.2286
H 17.4448 -20.8850 5.5726
H 18.7959 -20.2324 6.5546
C 17.0787 -28.7224 5.2086
C 18.2442 -28.7406 4.2046
O 19.2081 -29.5023 4.2020
C 18.1182 -27.6226 3.1365
H 16.1239 -28.8380 4.6957
H 17.0316 -27.8565 5.8690
H 17.0085 -29.5115 5.9574
H 19.1685 -27.4905 2.8767
H 17.6300 -26.7597 3.5893
H 17.5234 -28.0112 2.3098
C 20.0689 -25.4205 8.4935
C 20.8966 -26.2550 7.5613
O 20.4100 -26.7736 6.4989
C 22.3709 -26.3822 7.8973
H 18.9972 -25.6016 8.4113
H 20.2776 -24.3564 8.3826
H 20.3230 -25.5125 9.5495
H 22.8783 -26.9893 7.1476
H 22.3776 -26.8558 8.8791
H 22.9528 -25.4691 8.0223

=====

No. 2
89
Properties=species:S:1:pos:R:3 method="wB97M-V/def2-TZVPD" s2=2.008 multiplicity=3 total_charge=+1 largest_force_ha_per_bohr=0.20760 total_energy_ev=-64067.4423 e_lumo_ev="-3.7 / -3.7"
C 4.9389 1.2170 -1.9154
C 4.2179 2.4470 -2.4636
S 2.8113 2.8283 -1.3845
C 1.6360 3.5505 -2.5490
N 0.2647 3.1163 -2.2493
C -0.1978 1.8968 -2.3438
N -1.5390 1.5625 -2.0658
C -2.0594 1.5152 -0.6705
O -2.6093 0.2555 -0.4371
O -3.9068 0.2655 -1.0799
N 0.5505 0.8701 -2.8091
C 0.7235 -0.3331 -1.9961
F 1.8933 -0.8305 -2.3958
F 0.8177 0.0156 -0.6923
C -0.4322 -1.3325 -2.1001
F 0.0174 -2.5699 -1.8007
F -0.9337 -1.3194 -3.3503
H 5.1407 1.3186 -0.8455
H 4.3394 0.3156 -2.0627
H 5.8812 1.0776 -2.4513
H 3.8640 2.2838 -3.4876
H 4.8995 3.3006 -2.4757
H 1.6342 4.6416 -2.5133
H 1.8973 3.2826 -3.5787
H -0.3911 3.8292 -1.9550
H -2.1014 2.2358 -2.5809
H -1.2749 1.6673 0.0754
H -2.8368 2.2724 -0.5504
H -3.8099 -0.4059 -1.7969
H 1.4013 1.0954 -3.3102
H -1.1955 -1.0495 -1.3747
C 5.9188 -0.1528 2.8218
C 6.0230 1.1836 3.5943
C 5.8391 0.9803 5.1060
C 4.3938 0.7761 5.5557
C 3.5092 1.9012 5.0251
C 3.5940 2.0395 3.5057
N 5.0263 2.1828 3.0827
O 5.4375 3.3958 3.2278
C 2.9052 0.8379 2.8422
C 2.8238 3.2679 3.0442
C 7.4296 1.7153 3.3490
H 4.9679 -0.2960 2.3223
H 6.6782 -0.1941 2.0404
H 6.0784 -1.0042 3.4835
H 6.2375 1.8582 5.6232
H 6.4562 0.1344 5.4128
H 4.0228 -0.2002 5.2315
H 4.3552 0.7691 6.6459
H 2.4656 1.7386 5.3042
H 3.8174 2.8439 5.4870
H 3.0528 0.8628 1.7595
H 1.8330 0.8925 3.0356
H 3.2279 -0.1323 3.2094
H 3.1492 4.1786 3.5401
H 1.7652 3.1310 3.2707
H 2.9274 3.4139 1.9676
H 7.5704 1.9827 2.3015
H 8.1381 0.9253 3.6028
H 7.6536 2.5876 3.9571
C -5.3716 -4.5969 -2.9011
C -4.5597 -3.4913 -2.1862
C -4.4286 -3.7789 -0.6825
C -5.6759 -3.4660 0.1405
C -6.1384 -2.0347 -0.1187
C -6.3865 -1.7520 -1.6005
N -5.1582 -2.1260 -2.3850
O -4.2569 -1.1997 -2.3192
C -7.6348 -2.5131 -2.0699
C -6.6792 -0.2727 -1.8206
C -3.1752 -3.5025 -2.8112
H -6.3939 -4.3159 -3.1201
H -4.9164 -4.8361 -3.8617
H -5.3962 -5.5102 -2.3078
H -3.5977 -3.1854 -0.2838
H -4.1445 -4.8251 -0.5635
H -6.4719 -4.1813 -0.0802
H -5.4457 -3.5848 1.2001
H -7.0554 -1.8176 0.4319
H -5.3751 -1.3440 0.2563
H -7.7672 -2.4168 -3.1483
H -8.5083 -2.0797 -1.5842
H -7.6271 -3.5685 -1.8150
H -5.8984 0.3673 -1.4161
H -7.6131 -0.0242 -1.3182
H -6.7896 -0.0501 -2.8824
H -3.1960 -3.2075 -3.8602
H -2.7555 -4.5068 -2.7463
H -2.5213 -2.8183 -2.2848

=====

No. 3
83
Properties=species:S:1:pos:R:3 method="wB97M-V/def2-TZVPD" smiles=C[N+](C)(C)CC[O-].CCCC#N.CCCC#N.CCCC#N.CCCC#N.CCCC#N.O total_charge=0 largest_force_ha_per_bohr=0.06636 total_energy_ev=-39768.2850 e_lumo_ev=0.3
C 1.7062 4.2492 -2.9130
N 0.9441 3.0045 -2.8233
C -0.4393 3.2850 -2.1122
C 0.5823 2.5102 -4.1973
C 1.8183 1.8905 -2.1029
C 2.1573 2.2060 -0.6344
O 1.1278 2.2129 0.2786
H 1.1305 5.0247 -3.3903
H 2.6791 4.0633 -3.3578
H 1.9458 4.7038 -1.9590
H -0.8655 2.3658 -1.7930
H -1.0913 3.8338 -2.7140
H -0.2443 3.8472 -1.1729
H 1.3915 2.0946 -4.7622
H 0.0930 3.3630 -4.7159
H -0.1860 1.7007 -4.0886
H 2.6773 1.8611 -2.7746
H 1.2114 1.0033 -2.2738
H 2.6963 3.1585 -0.5437
H 2.9297 1.4049 -0.5006
C -1.6921 -4.9265 2.7036
C -1.0504 -4.0961 1.5625
C -0.0487 -3.0319 2.1260
C -0.5892 -2.1350 3.1365
N -1.0914 -1.4298 3.8795
H -0.8866 -5.3504 3.3496
H -2.2481 -5.7845 2.3689
H -2.4041 -4.2998 3.2323
H -1.8442 -3.5036 1.1097
H -0.5600 -4.7235 0.8176
H 0.2897 -2.4064 1.2902
H 0.9121 -3.4531 2.5332
C 3.5191 -3.6866 -1.3620
C 2.0937 -3.2353 -1.0243
C 1.1483 -3.1411 -2.1802
C 1.2002 -1.9250 -3.0258
N 1.2170 -0.9691 -3.6470
H 3.4895 -4.7279 -1.6740
H 4.2514 -3.6706 -0.5662
H 3.8795 -3.1656 -2.2460
H 2.1150 -2.2998 -0.5033
H 1.7004 -3.9070 -0.2696
H 0.1362 -3.2151 -1.7903
H 1.2052 -3.9512 -2.9009
C -3.7813 1.3460 3.1414
C -2.7804 1.3525 1.9342
C -1.6296 2.3795 2.1274
C -1.8139 3.5669 1.3393
N -2.0439 4.5541 0.7836
H -3.2708 0.8084 3.9803
H -4.6216 0.7012 2.8930
H -4.0809 2.3319 3.4604
H -3.2545 1.6379 1.0053
H -2.3424 0.3558 1.6927
H -0.7177 1.8728 1.8227
H -1.5478 2.6664 3.1849
C 4.0243 1.7346 3.2763
C 2.6256 1.4301 3.7055
C 1.8644 0.6780 2.5884
C 2.5655 -0.5338 2.2545
N 3.2268 -1.4594 2.0046
H 4.6162 0.7995 3.1813
H 4.5384 2.3553 3.9386
H 3.9462 2.1469 2.2788
H 2.0442 2.3412 3.7887
H 2.7195 0.7812 4.6026
H 1.6370 1.2866 1.7511
H 0.8663 0.3575 2.9162
C -4.3989 -0.4344 -0.9038
C -3.1599 -0.0751 -1.7148
C -2.8660 -1.2143 -2.7281
C -2.3962 -2.4193 -2.0121
N -2.1708 -3.3545 -1.3775
H -4.2254 -1.4268 -0.4259
H -5.3058 -0.4844 -1.4963
H -4.4851 0.2945 -0.1285
H -2.3365 -0.0115 -0.9874
H -3.2307 0.8301 -2.2806
H -2.0632 -0.9442 -3.4249
H -3.6943 -1.5229 -3.3338
O -0.2059 0.1997 -0.5154
H 0.3737 0.8772 -0.0649
H 0.3686 -0.5528 -0.6262

=====

No. 4
93
Properties=species:S:1:pos:R:3 method="wB97M-V/def2-TZVPD" total_charge=-2 largest_force_ha_per_bohr=0.02408 total_energy_ev=-107825.6776 e_lumo_ev=3.8
Pd 0.8535 -0.2586 1.6348
N 0.5676 -0.8352 4.5481
C 2.0225 -0.7970 4.4393
C 2.5398 0.0896 5.6023
C 2.5346 1.6339 5.5382
C 1.3563 2.2835 4.8134
N 1.5587 3.7257 4.6597
C 2.3547 4.3008 3.7266
N 3.1520 3.6232 2.9971
N 2.3079 5.7095 3.7129
C 2.4760 -0.4407 2.9765
O 3.5068 0.4982 2.9504
O 2.5304 -1.3496 2.1001
H 0.2956 -1.3177 5.4020
H 0.1848 -1.3761 3.7687
H 2.4571 -1.8004 4.6062
H 3.5675 -0.2184 5.8132
H 1.9184 -0.1997 6.4584
H 3.4430 1.9763 5.0474
H 2.5452 1.9954 6.5748
H 0.4288 2.1324 5.3660
H 1.2193 1.8186 3.8326
H 0.9616 4.3374 5.1849
H 3.2150 1.3931 2.6719
H 3.6605 4.1732 2.3162
H 1.4379 6.1177 4.0214
H 2.5957 6.0896 2.8245
O -4.8033 -0.2615 2.3919
C -4.7354 -1.5991 2.3631
C -5.9291 -2.3240 2.3370
C -5.9181 -3.7063 2.3030
C -4.7146 -4.3988 2.2950
C -3.5268 -3.6885 2.3261
C -3.5133 -2.2992 2.3671
C -2.1781 -1.6197 2.3658
O -1.1505 -2.3189 2.4311
N -2.2596 -0.2883 2.2568
N -1.1152 0.4417 2.0804
C -1.2436 1.6321 1.6512
S 0.1951 2.4050 1.0497
C -0.6603 4.0827 0.8997
C -1.9027 4.0545 1.7532
S -2.7867 2.5004 1.3533
H -3.8417 0.0539 2.3035
H -6.8620 -1.7743 2.3353
H -6.8578 -4.2469 2.2801
H -4.7062 -5.4812 2.2618
H -2.5682 -4.1894 2.3082
H -0.9106 4.2133 -0.1533
H 0.0517 4.8478 1.2088
H -2.5770 4.8891 1.5515
H -1.6556 4.0299 2.8172
C -1.8552 1.7096 -3.1439
Si -0.1281 1.1791 -3.7446
C 1.0590 2.5749 -3.2008
C -0.2147 1.3496 -5.6533
Si 0.4632 -0.9523 -2.9340
Te -0.1433 -1.3376 -0.5816
Si 2.6334 -1.4094 -3.7238
C 3.2446 -3.1526 -3.2478
C 2.8247 -1.3746 -5.6334
C 3.9876 -0.2101 -3.1108
Si -0.9750 -2.5225 -3.9386
C -2.7921 -2.2227 -3.4540
C -0.5841 -4.2881 -3.3356
C -1.0149 -2.6799 -5.8502
H -2.0937 2.7498 -3.3767
H -1.9261 1.5839 -2.0621
H -2.6290 1.0797 -3.5860
H 0.6826 3.5706 -3.4462
H 2.0394 2.4633 -3.6682
H 1.2070 2.5313 -2.1202
H -0.5180 2.3490 -5.9723
H -0.9305 0.6369 -6.0656
H 0.7532 1.1346 -6.1090
H 2.6621 -3.9191 -3.7619
H 3.1124 -3.3125 -2.1773
H 4.2981 -3.3156 -3.4848
H 2.1406 -2.0856 -6.0990
H 3.8374 -1.6267 -5.9549
H 2.5848 -0.3880 -6.0331
H 3.9422 -0.1222 -2.0245
H 3.8396 0.7901 -3.5223
H 4.9949 -0.5368 -3.3772
H -2.8410 -2.0515 -2.3782
H -3.4444 -3.0655 -3.6901
H -3.1976 -1.3351 -3.9437
H -0.4792 -4.2662 -2.2504
H 0.3575 -4.6554 -3.7483
H -1.3652 -5.0091 -3.5847
H -1.2865 -1.7299 -6.3129
H -1.7330 -3.4307 -6.1852
H -0.0346 -2.9614 -6.2381

=====

No. 5
94
Properties=species:S:1:pos:R:3 method="wB97M-V/def2-TZVPD" total_charge=-1 largest_force_ha_per_bohr=0.07068 total_energy_ev=-226240.2040 e_lumo_ev=-0.4
C 5.1545 0.3976 2.7147
C 4.2564 0.7359 1.5139
C 5.0974 1.5836 0.5498
C 3.8582 -0.5756 0.7797
C 2.3600 -0.8543 0.6261
C 1.6534 -0.2917 -0.6055
C 2.2862 -0.7403 -1.9179
C 2.3193 -2.2213 -2.2941
C 3.2921 -3.0718 -1.4947
I 4.0431 -4.7208 -2.6274
N 1.9081 1.1870 -0.5375
C 1.0037 1.9246 -1.2449
N 1.0284 3.2281 -1.0641
S 2.3106 4.0848 -0.1243
O 2.1645 3.5594 1.2178
O 1.8745 5.4453 -0.2846
F 4.0622 4.1380 -0.5860
N 0.1139 1.3135 -2.1124
P -0.2667 2.0499 -3.6058
C -1.2571 3.5947 -3.4521
C 1.2964 2.5009 -4.4439
C -0.7830 0.3054 -1.4758
C -1.8214 1.1337 -0.6820
C -2.8897 0.3605 0.1087
C -2.7680 0.5225 1.6403
C -4.0625 1.0385 2.2580
N -5.0480 -0.0684 2.4021
C -6.0685 -0.0475 1.4229
N -6.0588 -0.8812 0.4696
N -7.0727 0.9421 1.5596
C -1.5302 -0.6437 -2.4358
Br -3.1682 0.1447 -3.2126
C -0.7008 -1.3370 -3.5795
C -0.8728 -2.8586 -3.4856
Br -1.2925 -0.8901 -5.4070
C 0.1098 -0.4464 -0.3923
P -0.6309 -2.0758 0.1930
C -0.3692 -2.0057 2.0132
O 0.3749 -3.3341 -0.2545
H 5.7732 1.2615 2.9441
H 5.8462 -0.3886 2.4226
H 4.5926 0.1069 3.5965
H 3.3818 1.2877 1.8468
H 5.9630 0.9910 0.2576
H 5.3958 2.5242 0.9957
H 4.5195 1.7735 -0.3511
H 4.2420 -1.3968 1.3822
H 4.4050 -0.6185 -0.1563
H 2.2051 -1.9242 0.6832
H 1.8583 -0.4263 1.4930
H 1.8659 -0.1911 -2.7512
H 3.3228 -0.4060 -1.8911
H 2.6889 -2.2520 -3.3194
H 1.3457 -2.6878 -2.3308
H 2.8692 -3.4525 -0.5776
H 4.1661 -2.4906 -1.2312
H 1.8440 1.4659 0.4437
H 0.3271 3.8010 -1.5214
H -2.0643 3.5585 -4.1726
H -1.6399 3.7891 -2.4559
H -0.6401 4.4583 -3.7130
H 1.6967 3.4495 -4.0911
H 1.0418 2.5774 -5.4930
H 2.0100 1.7056 -4.2658
H -2.2625 1.8697 -1.3443
H -1.2593 1.7243 0.0420
H -3.8521 0.7781 -0.1722
H -2.9525 -0.6888 -0.1477
H -2.5870 -0.4155 2.1467
H -1.9844 1.2350 1.8985
H -4.4813 1.8567 1.6708
H -3.8202 1.3624 3.2652
H -5.4776 -0.0012 3.3149
H -6.8661 -0.7289 -0.1297
H -7.2240 1.4503 0.7040
H -6.8953 1.5752 2.3231
H -1.9778 -1.4520 -1.8830
H 0.3318 -1.0375 -3.5951
H -1.0089 -3.1780 -2.4561
H -1.6826 -3.2013 -4.1133
H 0.0400 -3.3304 -3.8394
H -0.0481 0.1524 0.5030
H -0.0953 -1.0040 2.3162
H 0.4026 -2.7162 2.3076
H -1.2972 -2.2914 2.4938
H 0.6604 -3.8225 0.5209
O -2.4417 -1.1490 4.1716
C -2.7729 -1.8306 5.2028
C -1.3541 -2.6252 5.8774
O -1.7029 -3.3080 6.8895
H -3.4781 -2.6711 5.0467
H -3.1770 -1.2703 6.0706
H -0.6844 -1.7533 6.0382
H -0.9746 -3.1708 4.9838